Arrangement a

C4H9N2 | ωB97M-V/def2-TZVPD

The calculation puts the HOMO energy (alpha / beta) at -9.747 / -13.685 eV.

ORCA input file:
```
! RIJCOSX wB97M-V def2-TZVPD def2/J DEFGRID3
* xyz 1 3
C 1.639 -0.156 0.163
C 0.434 -0.179 0.335
C 3.020 -0.120 -0.103
C -0.981 -0.394 0.565
N -1.510 -1.365 -0.182
N -1.781 1.326 -0.116
H 3.345 -1.054 0.317
H 3.535 0.618 0.444
H 3.295 0.227 -1.014
H -1.531 -0.435 1.509
H -2.439 -1.711 -0.118
H -1.130 -1.504 -1.014
H -1.094 2.184 -0.151
H -2.168 1.154 -1.032
H -2.634 1.409 0.399
*
```


Arrangement b

C4H9N2 | ωB97M-V/def2-TZVPD

The calculation puts the HOMO energy (alpha / beta) at -11.804 / -16.028 eV.

ORCA input file:
```
! RIJCOSX wB97M-V def2-TZVPD def2/J DEFGRID3
* xyz 1 3
C 1.310 1.823 -0.334
C 0.895 0.465 -0.159
C 0.710 1.192 1.151
C -2.716 -1.044 0.059
N 0.426 2.341 0.677
N 1.890 -0.656 -0.095
H 2.148 2.441 -0.606
H -0.043 0.207 -0.655
H -2.616 -0.157 0.586
H -3.504 -1.441 0.663
H -1.873 -1.683 -0.068
H -3.024 -0.825 -0.984
H 2.795 -0.364 0.432
H 2.143 -0.904 -1.103
H 1.459 -1.395 0.435
*
```


Arrangement c

C4H9N2 | ωB97M-V/def2-TZVPD

The calculation puts the HOMO energy (alpha / beta) at -9.280 / -15.351 eV.

ORCA input file:
```
! RIJCOSX wB97M-V def2-TZVPD def2/J DEFGRID3
* xyz 1 3
C -1.198 0.668 -0.361
C -2.317 0.411 0.252
C 1.080 0.765 -0.068
C 0.059 -1.521 -0.122
N 0.068 -0.033 -0.155
N 2.287 0.428 0.118
H -1.098 1.588 -0.891
H -3.144 1.182 0.186
H -2.474 -0.546 0.831
H 0.789 1.823 -0.004
H -0.593 -1.813 0.675
H 1.051 -1.825 0.048
H -0.167 -1.772 -1.118
H 2.767 -0.497 0.190
H 2.890 1.143 0.420
*
```


Arrangement d

C4H9N2 | ωB97M-V/def2-TZVPD

The calculation puts the HOMO energy (alpha / beta) at -9.622 / -15.523 eV.

ORCA input file:
```
! RIJCOSX wB97M-V def2-TZVPD def2/J DEFGRID3
* xyz 1 3
C -0.812 -1.083 -0.589
C -0.911 0.337 -1.218
C 0.313 2.080 -0.089
C 0.390 -0.506 0.060
N 0.080 0.810 -0.237
N 1.292 -1.037 1.079
H -1.715 -1.373 -0.059
H -0.541 -1.911 -1.350
H -0.312 0.456 -2.132
H -1.909 0.814 -1.386
H -0.119 2.644 -0.856
H 0.911 2.590 0.570
H 1.931 -1.740 0.663
H 0.856 -1.521 1.933
H 1.663 -0.026 1.272
*
```


Tell me which of them is the most stable. Sure, it is arrangement c.


Arrangement a

C3H9NO2 | ωB97M-V/def2-TZVPD

The calculation puts the HOMO energy (alpha / beta) at -14.748 / -14.722 eV.

ORCA input file:
```
! RIJCOSX wB97M-V def2-TZVPD def2/J DEFGRID3
* xyz 1 2
C 1.771 0.648 -1.241
N 1.418 -0.708 -1.536
H 0.454 -0.874 -1.859
H -1.859 -0.661 -0.952
H 1.466 -1.302 -0.694
H 2.810 0.931 -1.403
H 1.441 0.864 -0.224
H 1.223 1.305 -1.918
C -1.322 0.346 1.971
C -1.258 -0.601 0.817
O -1.565 0.054 -0.373
O -0.837 -1.725 0.738
H -1.843 1.224 1.609
H -0.268 0.566 2.143
H -1.632 -0.066 2.922
*
```


Arrangement b

C3H9NO2 | ωB97M-V/def2-TZVPD

The calculation puts the HOMO energy (alpha / beta) at -15.120 / -15.104 eV.

ORCA input file:
```
! RIJCOSX wB97M-V def2-TZVPD def2/J DEFGRID3
* xyz 1 2
C -0.699 -0.234 -0.689
C -1.131 -0.578 0.761
O -2.447 -1.037 0.620
N 0.380 0.691 -0.743
C 1.695 0.353 -0.174
O 2.426 1.486 0.092
H -0.463 -1.157 -1.225
H -1.584 0.202 -1.156
H -1.074 0.326 1.351
H -0.487 -1.357 1.173
H -2.698 -1.488 1.438
H 0.483 1.151 -1.656
H 1.523 -0.323 0.659
H 2.216 -0.165 -0.992
H 1.860 2.132 0.540
*
```


Tell me which of them is the most stable. Sure, it is arrangement a.


Arrangement a

C5H14NOS | ωB97M-V/def2-TZVPD

The calculation puts the HOMO energy at -11.585 eV.

ORCA input file:
```
! RIJCOSX wB97M-V def2-TZVPD def2/J DEFGRID3
* xyz 1 1
C -0.780 0.674 0.211
O 0.566 1.104 0.239
C -1.378 0.100 -1.015
C -2.846 -0.040 -0.647
C -3.931 0.236 -1.712
S 3.491 0.492 1.638
C 5.014 -0.603 1.850
N -0.509 -1.045 -1.363
H -1.051 -0.026 1.045
H -1.241 1.676 0.378
H 1.175 0.781 0.961
H -1.019 0.863 -1.947
H -4.708 0.947 -1.406
H -3.180 -0.477 0.308
H -3.690 0.768 -2.639
H -4.503 -0.581 -2.113
H 4.940 -1.232 0.900
H 4.874 -1.097 2.721
H 6.080 -0.143 1.791
H -0.696 -1.593 -0.569
H 4.420 0.735 3.346
H -1.028 -1.540 -1.978
*
```


Arrangement b

C5H14NOS | ωB97M-V/def2-TZVPD

As for the SMILES: CSCC[C@H]([NH3+])CO. The calculation puts the HOMO energy at -12.122 eV.

ORCA input file:
```
! RIJCOSX wB97M-V def2-TZVPD def2/J DEFGRID3
* xyz 1 1
C 0.513 3.582 -0.847
S 1.005 1.867 -0.555
C -0.032 1.380 0.856
C 0.120 -0.128 1.126
C 0.184 -1.022 -0.080
N -1.181 -1.055 -0.728
C 0.574 -2.470 0.244
O -0.067 -3.336 -0.727
H -0.237 3.564 -1.634
H 1.380 4.174 -1.092
H 0.094 4.074 0.003
H -1.080 1.647 0.708
H 0.348 1.920 1.723
H 0.981 -0.282 1.767
H -0.713 -0.434 1.772
H 0.823 -0.659 -0.853
H -1.820 -0.370 -0.324
H -1.398 -2.069 -0.740
H -1.082 -0.850 -1.727
H 0.263 -2.774 1.250
H 1.647 -2.601 0.138
H -0.324 -4.156 -0.279
*
```


Tell me which of them is the most stable. Sure, it is arrangement b.


Arrangement a

C9H14O | ωB97M-V/def2-TZVPD

The calculation puts the HOMO energy (alpha / beta) at -14.160 / -14.201 eV.

ORCA input file:
```
! RIJCOSX wB97M-V def2-TZVPD def2/J DEFGRID3
* xyz 1 2
C 0.262 -0.156 -2.374
C 0.397 0.401 0.013
C 1.085 0.225 -1.224
C 1.034 0.731 1.177
C 2.502 0.474 -1.256
C 2.451 0.885 1.097
C 3.097 0.949 -0.108
O 3.034 1.121 2.309
H -0.538 0.031 0.034
H 0.553 0.633 2.140
H 0.611 -1.136 -2.736
H 0.312 0.445 -3.286
H 3.113 0.515 -2.067
H 4.237 1.018 -0.247
H 4.015 1.225 2.224
H -0.724 -0.413 -2.126
C -3.111 -0.186 0.540
C -3.271 -1.539 1.047
H -3.926 0.314 0.974
H -2.195 0.345 0.793
H -3.083 -0.052 -0.547
H -2.386 -2.257 0.767
H -4.169 -2.006 0.639
H -3.297 -1.566 2.217
*
```


Arrangement b

C9H14O | ωB97M-V/def2-TZVPD

The calculation puts the HOMO energy (alpha / beta) at -14.195 / -14.382 eV.

ORCA input file:
```
! RIJCOSX wB97M-V def2-TZVPD def2/J DEFGRID3
* xyz 1 2
C 2.184 2.051 0.530
C 0.254 -0.871 -0.691
C 1.243 -1.470 -1.463
C 0.485 0.324 -0.064
C 1.792 0.844 -0.231
C 2.471 -0.853 -1.774
C 2.829 0.270 -1.058
O 0.885 -2.649 -1.987
H -0.753 -1.249 -0.750
H -0.338 0.835 0.412
H 3.227 -1.178 -2.480
H 1.073 -2.744 -2.934
H 3.165 2.198 0.988
H 1.480 2.308 1.318
H 3.797 0.740 -1.047
H 2.154 2.930 -0.151
C -3.156 -0.541 0.754
C -3.308 0.140 2.103
H -2.289 -1.191 0.686
H -4.112 -0.996 0.505
H -2.998 0.140 -0.100
H -3.561 -0.592 2.870
H -4.117 0.865 2.165
H -2.407 0.688 2.400
*
```


Tell me which of them is the most stable. Sure, it is arrangement b.